22
Properties=species:S:1:pos:R:3:lowdin_charge:R:1 method="wB97M-V/def2-TZVPD" e_homo_ev="-18.7 / -18.7" s2=0.755 e_lumo_ev="-7.3818 / -14.3194" gap_ev="11.3 / 4.3" total_charge=+2 relative_energy_kcal_mol=31.89 total_energy_ev=-11986.579 spin_multiplicity=2
O 0.73 -2.35 0.65 0.279
O -0.95 1.90 -0.34 -0.047
O 2.53 0.25 -2.18 -0.025
N 0.07 -0.29 -1.22 0.251
C -2.22 0.74 1.29 -0.019
C 0.09 -0.09 0.30 -0.164
C -0.83 1.06 0.85 -0.324
C 0.06 -1.32 1.19 -0.090
H 1.04 0.44 0.45 0.178
H -0.46 0.50 -1.60 0.154
H -1.02 -1.52 1.49 0.233
H 3.23 0.88 -1.94 0.098
H -2.75 0.11 0.59 0.103
H -0.41 -1.19 -1.50 0.209
H 1.16 -3.05 1.18 0.217
H -1.42 2.69 -0.07 0.129
H 1.06 -0.22 -1.56 0.099
H -2.26 0.29 2.29 0.108
H 3.05 -0.29 -2.79 0.098
H 0.39 -1.03 2.22 0.223
H -0.23 1.71 1.52 0.173
H -2.83 1.63 1.42 0.117

21
Properties=species:S:1:pos:R:3:lowdin_charge:R:1 method="wB97M-V/def2-TZVPD" e_homo_ev=-12.3 e_lumo_ev=-3.0862 gap_ev=9.3 total_charge=+1 relative_energy_kcal_mol=11.50 total_energy_ev=-18741.689
S -0.02 -1.60 -1.21 0.825
O 2.27 3.13 0.87 -0.027
N 1.36 0.42 0.71 0.175
C -1.27 -2.28 -2.31 -0.403
C -0.05 0.99 0.43 -0.180
C -0.93 -1.44 0.41 -0.423
C -1.14 0.03 0.78 -0.250
H -0.37 -2.00 1.15 0.074
H 0.02 1.36 -0.59 0.122
H -2.02 0.40 0.25 0.131
H -0.05 1.86 1.08 0.120
H -2.08 -1.65 -2.66 0.050
H 2.58 3.54 1.68 0.066
H -0.72 -2.55 -3.23 0.040
H -1.65 -3.23 -1.94 0.045
H 1.60 -0.27 0.01 0.082
H 1.33 0.09 1.67 0.167
H -1.85 -1.96 0.17 0.075
H 2.32 3.80 0.19 0.068
H 2.06 1.18 0.72 0.120
H -1.41 0.16 1.83 0.124

22
Properties=species:S:1:pos:R:3:lowdin_charge:R:1 method="wB97M-V/def2-TZVPD" e_homo_ev=-11.1 e_lumo_ev=-3.3980 gap_ev=7.7 total_charge=+1 relative_energy_kcal_mol=30.92 total_energy_ev=-29576.031
S -1.51 -0.38 0.44 0.495
S 0.14 0.48 1.08 0.480
O 1.77 -2.13 -1.30 -0.058
N 3.12 0.41 -1.02 0.152
C 0.85 1.23 -0.40 -0.560
C 2.36 1.46 -0.30 -0.240
C -4.05 -0.75 0.96 -0.201
C -2.87 0.02 1.60 -0.554
H -2.83 -0.37 2.61 0.078
H 0.56 0.60 -1.28 0.080
H 2.55 2.46 -0.65 0.124
H 2.89 -0.61 -0.82 0.138
H 2.70 1.48 0.79 0.145
H 2.98 0.41 -2.02 0.162
H 1.43 -2.35 -2.18 0.080
H -4.88 -0.13 0.60 0.078
H -4.62 -1.11 1.86 0.088
H 4.17 0.48 -0.78 0.213
H 1.60 -2.89 -0.73 0.078
H -3.76 -1.66 0.44 0.053
H 0.48 2.29 -0.50 0.095
H -3.07 1.09 1.59 0.074

20
Properties=species:S:1:pos:R:3:lowdin_charge:R:1 method="wB97M-V/def2-TZVPD" e_homo_ev="-15.2 / -15.2" s2=0.754 e_lumo_ev="-3.3305 / -10.8031" gap_ev="11.9 / 4.4" total_charge=+1 relative_energy_kcal_mol=58.50 total_energy_ev=-8457.113 spin_multiplicity=2
O 2.76 2.02 -1.17 -0.056
O 1.19 -1.56 2.52 -0.017
C 0.15 0.75 0.54 -0.008
C -1.98 -0.55 0.30 -0.025
C -0.43 -0.26 -1.81 0.094
C -0.49 -0.37 -0.19 -0.310
H -2.36 0.05 1.19 0.126
H 1.83 1.83 -1.15 -0.038
H 0.24 0.49 -2.35 0.131
H -1.46 -0.03 -2.02 0.101
H -2.71 -0.31 -0.48 0.082
H 3.06 1.05 -1.11 0.090
H 1.27 0.80 0.78 0.139
H 0.89 -0.98 3.28 0.103
H -0.14 -1.13 -2.20 0.046
H 0.06 -1.32 -0.04 0.162
H -0.04 1.81 0.37 0.155
H -0.42 0.92 1.51 0.162
H -2.18 -1.62 0.29 0.102
H 0.76 -1.59 1.70 -0.040